This record from the OMol25 dataset describes a molecular structure, C36H24CoF3NO2S4SbTe at a distorted geometry. The level of theory is wB97M-V/def2-TZVPD.

Lowest unoccupied orbital energy (alpha / beta) in eV: 3.92 / 3.91
Highest occupied orbital energy (alpha / beta) in eV: -0.142 / -2.078
<S²>: 6.049
Multiplicity: 5
Energy above the lowest of the compared OMol25 structures with the same formula, charge and spin in kcal per mole: 26.2
Orbital gap (alpha / beta) in eV: 4.06 / 5.99
Total charge: -2

Structure (XYZ):
```
73
Properties=species:S:1:pos:R:3:forces:R:3
Te 13.33224 9.28450 12.34313 1.20 -0.44 0.77
Sb 12.36280 9.88710 19.11373 -1.05 -0.52 -0.75
Co 12.76961 8.90431 16.09618 1.65 1.35 -1.89
S 11.13172 8.80082 17.41714 -2.63 1.21 2.42
S 12.62043 6.81665 15.71244 -1.46 -2.11 -0.41
S 14.86202 5.16579 15.36965 1.68 -0.96 -0.21
S 14.95034 8.28876 15.70589 1.80 -0.34 -0.28
F 15.61582 11.95630 16.57572 -0.06 0.31 -0.71
F 14.45196 13.76645 16.74854 0.46 0.73 -0.19
F 14.14735 12.52189 14.98641 0.91 -0.01 0.40
O 13.72911 10.59301 17.40933 -1.52 1.92 0.64
O 12.16888 12.25057 17.05976 0.24 0.20 0.08
N 6.21784 14.61829 14.83409 -0.38 0.60 0.08
C 9.80040 7.70306 10.48879 -0.64 -1.15 0.29
C 10.95837 7.83547 11.24751 -0.04 0.32 -0.57
C 9.30543 8.78019 9.80399 1.18 1.04 -0.60
C 16.01651 7.59407 19.48942 -1.73 -1.98 0.44
C 11.14612 12.45379 20.37418 -1.25 0.54 1.11
C 9.58143 13.61110 14.34038 -0.41 -2.26 1.65
C 9.12475 10.85857 14.91504 -2.43 -1.52 0.91
C 15.62090 6.21399 19.68539 0.94 1.98 -0.16
C 10.06533 8.72718 23.39084 1.01 0.86 -1.78
C 11.44418 10.51064 14.36077 0.63 -2.08 -0.87
C 8.30862 13.11231 14.82148 0.20 1.35 -1.11
C 13.32172 13.13692 19.66555 -0.28 0.79 2.04
C 14.42741 12.50008 16.31059 -0.81 0.44 -0.14
C 11.95301 9.66983 22.15980 -1.15 -0.78 0.62
C 13.28036 11.79755 17.01034 0.73 -2.93 -0.08
C 10.16962 8.62163 20.96029 -1.29 -0.72 -0.06
C 10.90680 13.68591 21.06496 1.41 -0.28 -1.73
C 13.31876 6.86264 19.19648 0.82 1.75 0.87
C 14.26298 5.91113 19.58478 -0.21 -0.64 -0.70
C 12.36708 12.10275 19.86145 1.29 0.08 -1.27
C 11.28395 9.45266 23.38639 -0.01 -0.38 -2.14
C 8.08311 11.74680 15.08774 0.95 0.52 -0.05
C 7.19843 14.01040 14.84430 0.37 -0.96 0.00
C 12.26611 9.58348 14.10652 0.44 1.17 0.88
C 15.04069 8.56169 19.22262 0.89 -0.06 0.62
C 11.33893 10.06749 10.23911 0.25 -2.27 0.90
C 11.42179 9.21990 20.94844 -0.60 0.87 0.43
C 13.06408 14.43654 20.22067 -1.00 -0.14 -0.09
C 10.11092 9.93524 9.63003 -0.53 0.56 -0.04
C 13.69877 8.23201 19.16657 0.95 -0.34 -0.14
C 11.86882 14.73657 20.92741 -1.35 -0.90 0.01
C 11.68136 8.99613 11.16502 0.05 2.11 -1.78
C 10.38808 11.32734 14.52637 0.46 0.35 0.27
C 14.32291 6.68943 15.56081 -1.00 0.62 0.02
C 10.62950 12.69983 14.35019 -0.10 3.22 -0.52
C 9.45827 8.35378 22.17353 1.44 -0.19 -0.53
H 12.31068 6.61632 18.94955 -0.57 -0.32 0.16
H 12.11648 10.79905 9.95675 -0.90 -0.07 0.57
H 11.39012 7.05161 11.82968 -0.16 -0.56 0.41
H 14.32448 12.99174 19.26711 -0.36 -0.24 -0.22
H 8.53498 7.74462 22.10576 0.60 0.65 0.31
H 9.64424 8.48221 24.31222 -0.90 -0.30 1.35
H 9.28131 6.72599 10.43246 0.23 0.73 0.25
H 7.09685 11.56142 15.47926 -0.06 -0.81 -0.01
H 12.89952 10.16928 22.15259 0.43 0.40 0.15
H 11.65701 13.12140 14.21479 -0.93 -0.87 -0.07
H 9.94640 13.76702 21.55630 0.02 0.46 -0.06
H 15.32764 9.61176 19.07663 0.08 -0.50 0.16
H 11.78461 9.90578 24.21687 -0.24 -0.26 0.88
H 11.53556 15.78107 21.25695 1.06 -1.59 -0.34
H 16.43506 5.46480 19.85511 -1.12 0.61 0.04
H 9.65662 14.66987 14.23522 0.46 0.48 -0.29
H 8.94353 9.76578 15.18000 0.57 1.59 -0.53
H 10.29243 11.77763 20.19634 0.44 0.16 0.71
H 9.73786 10.78853 9.05381 0.00 -0.47 -0.12
H 9.70039 8.31590 19.98673 0.51 0.35 0.97
H 13.71469 15.30704 20.07531 0.20 -0.73 -0.18
H 17.01421 7.88161 19.71037 0.86 0.17 -0.33
H 13.88305 4.89014 19.72892 0.43 0.33 -0.24
H 8.40330 8.72862 9.24147 -0.67 -0.14 -0.20
```
Positions in Å, forces in eV/Å.

This record from the OMol25 dataset describes a molecular structure, C37H56BrGeN6NdOS2 at a distorted geometry. The level of theory is wB97M-V/def2-TZVPD.

Lowest unoccupied orbital energy (alpha / beta) in eV: -1.02 / -1.02
Highest occupied orbital energy (alpha / beta) in eV: -7.054 / -7.068
<S²>: 3.753
Multiplicity: 4
Energy above the lowest of the compared OMol25 structures with the same formula, charge and spin in kcal per mole: 7.0
Orbital gap (alpha / beta) in eV: 6.04 / 6.05
Total charge: 0

Structure (XYZ):
```
105
Properties=species:S:1:pos:R:3:forces:R:3
Nd 1.69265 -0.67896 -0.30641 0.40 -1.13 -0.14
Br 0.46519 -0.23992 -3.09693 -0.28 0.34 -0.20
Ge 4.54774 0.55390 -2.64361 0.23 0.23 -0.04
S 3.57183 -0.78151 1.89076 -0.17 -0.06 -0.27
S 0.21449 -3.59218 -1.49273 0.15 -0.24 -0.10
O -0.56231 -0.86523 -0.37859 -0.19 0.18 0.43
N 2.84610 1.53668 4.91552 -0.10 0.35 0.00
N 3.44691 0.75887 4.00783 -0.16 -0.10 -0.41
N 1.17568 1.02353 1.47504 0.74 -0.06 0.98
N 1.68293 1.09999 2.62225 -0.51 1.04 -0.94
N 1.41754 -3.01524 1.21852 -0.22 0.13 0.45
N 3.22338 -2.85741 -0.84200 0.37 0.36 -0.13
C -3.89713 3.70380 -3.07980 -0.06 -0.05 -0.02
C -1.70818 3.27227 2.10350 -0.01 0.03 -0.04
C 3.75175 -0.14797 -4.31920 -0.04 0.09 0.16
C 0.08083 -3.59709 1.31262 0.00 -0.04 -0.21
C -0.64844 2.42188 2.35449 0.22 -0.16 -0.04
C -4.81026 -0.35062 0.98371 0.05 -0.05 -0.04
C 5.76903 2.02836 -3.19082 -0.23 -0.20 0.05
C -3.67912 0.78254 -1.34529 -0.08 0.16 -0.08
C -5.75592 2.04947 -2.92613 0.07 -0.02 0.02
C 1.18066 2.53338 6.30391 0.15 -0.05 -0.13
C 2.49941 -4.00308 1.27578 0.13 0.09 -0.28
C -2.54478 -0.43696 1.93243 0.00 0.01 -0.13
C -2.10081 1.01617 -3.09546 0.08 -0.04 -0.05
C 3.65485 -3.66254 0.30911 -0.25 -0.01 0.19
C 1.52081 1.56910 5.35139 -0.24 -0.09 0.16
C -2.00239 3.66171 0.80216 0.01 0.01 -0.02
C -1.04158 1.63144 6.47472 -0.08 0.02 0.02
C 1.72604 -4.51989 -1.94314 -0.24 0.22 0.09
C 2.95641 -3.62854 -2.05845 -0.20 -0.08 0.02
C 3.24000 1.06754 -1.29401 0.06 -0.22 -0.28
C -0.27247 -4.41033 0.06494 0.12 0.27 -0.10
C 5.78997 -0.86531 -1.99859 -0.13 0.09 -0.02
C -2.82661 0.00300 -0.57867 0.25 -0.26 0.19
C -3.32501 -2.23113 0.33888 0.04 0.10 -0.01
C -0.16880 2.34659 -0.01050 0.28 -0.20 0.18
C -3.35266 1.32840 -2.58732 0.01 0.01 -0.01
C -1.22422 3.20627 -0.25158 -0.11 0.15 -0.03
C 0.12013 1.93902 1.29120 -0.90 0.58 -0.28
C 2.83349 0.41662 2.90450 0.96 -0.52 0.65
C 0.55133 0.64208 4.95726 0.06 -0.18 0.42
C -4.29948 2.24636 -3.35794 -0.02 0.07 -0.04
C -0.08771 2.56341 6.85537 -0.10 -0.03 0.01
C -1.49647 -0.23082 -1.04110 -0.61 0.27 -0.45
C -4.20471 1.98302 -4.86855 0.01 -0.02 0.05
C -0.71029 0.67525 5.52389 0.06 -0.05 0.12
C -3.36155 -0.72534 0.66334 0.07 -0.09 0.03
C -1.24107 0.25404 -2.33534 0.24 -0.26 0.11
H 3.98740 -2.22123 -1.05347 0.16 -0.11 -0.08
H 1.53726 -4.99608 -2.90401 0.11 -0.09 0.01
H -4.01724 -2.45760 -0.47486 0.00 -0.01 0.01
H -4.57230 4.39597 -3.58959 0.01 0.00 -0.01
H 5.47320 -1.87097 -2.28918 0.03 0.00 -0.03
H 3.84007 1.50470 -0.48432 -0.05 -0.10 0.09
H -2.32092 3.62376 2.92403 0.04 0.01 0.03
H -1.77878 1.34094 -4.07540 -0.04 0.04 0.00
H -4.90396 0.71470 1.20616 -0.04 -0.01 0.01
H -4.66853 0.97012 -0.95417 0.07 0.00 -0.05
H -3.60950 -2.82204 1.21409 0.00 0.00 -0.01
H 2.91511 -4.07742 2.28330 -0.04 -0.04 0.01
H -4.27845 0.91541 -5.08266 -0.04 0.01 -0.02
H -5.12683 -0.90980 1.86617 -0.03 0.01 0.01
H -6.41119 2.65622 -3.55304 0.00 0.01 0.00
H 4.53978 -0.38353 -5.03611 0.01 -0.02 0.02
H 1.88182 -5.29908 -1.19844 0.01 -0.06 -0.05
H 6.76931 -0.70285 -2.45112 0.00 -0.01 0.00
H 4.12932 -4.59241 -0.02525 0.05 0.02 -0.01
H 3.80809 -4.27449 -2.31313 0.05 0.08 -0.03
H 4.40146 -3.08970 0.85547 0.02 0.02 -0.05
H 5.20643 2.91310 -3.49153 -0.02 -0.01 0.01
H 2.81484 -2.92328 -2.88061 0.03 0.00 -0.01
H 2.66894 1.90445 -1.72409 -0.02 -0.06 -0.09
H 2.08434 -4.98046 1.02944 -0.01 0.00 0.00
H -2.83706 4.32494 0.61196 0.00 -0.01 -0.01
H -1.35008 -4.55854 0.01941 0.00 -0.05 0.03
H -1.44962 3.51848 -1.26255 0.04 -0.04 -0.02
H 0.19076 -5.39577 0.06900 -0.04 -0.03 0.01
H -2.02780 1.64112 6.91916 -0.01 0.04 -0.04
H -0.33552 3.31772 7.59098 0.04 0.01 0.00
H -6.05624 1.00459 -3.02591 -0.03 0.01 0.01
H 3.51207 1.99506 5.51191 0.04 -0.15 0.13
H -0.02835 -4.24656 2.19244 -0.04 0.02 0.00
H -5.91465 2.36008 -1.89221 -0.03 -0.02 0.00
H -3.26592 2.35058 -5.28481 0.02 -0.04 0.00
H 0.47024 2.01853 -0.82434 -0.05 0.00 -0.05
H -0.62800 -2.77386 1.40214 0.02 0.00 0.05
H 5.91552 -0.82785 -0.91361 -0.03 0.00 0.00
H 0.79055 -0.11681 4.22750 -0.12 -0.05 0.17
H -0.40693 2.09697 3.35801 -0.13 0.10 -0.10
H 1.92828 3.25618 6.61155 -0.02 0.01 0.00
H 6.41519 2.30391 -2.35595 -0.02 0.00 0.01
H -2.32632 -2.52362 0.01735 -0.01 -0.02 0.04
H 1.55367 -2.35959 1.98335 0.08 -0.12 0.09
H -1.48113 -0.55348 1.75606 0.15 -0.03 -0.01
H 3.16842 -1.05623 -4.14720 0.03 -0.02 -0.01
H -2.88153 3.89512 -3.43243 0.01 0.02 0.03
H -2.84275 -1.11956 2.73401 -0.05 0.02 -0.02
H -5.01297 2.49558 -5.39316 0.01 0.03 0.01
H 6.39835 1.71852 -4.02755 0.01 -0.02 0.01
H -5.48745 -0.60229 0.16542 -0.03 0.00 0.04
H -2.72241 0.58435 2.26651 0.02 0.05 0.04
H -1.44533 -0.05884 5.21856 0.00 -0.01 -0.03
H -3.93658 3.91144 -2.00815 0.00 0.02 0.00
H 3.08676 0.58687 -4.77606 0.02 0.02 0.01
```
Positions in Å, forces in eV/Å.

This record from the OMol25 dataset describes a molecular structure, C29H19CrF5N3O3S. The level of theory is wB97M-V/def2-TZVPD.

Lowest unoccupied orbital energy (alpha / beta) in eV: 2.75 / 2.75
Highest occupied orbital energy (alpha / beta) in eV: -2.660 / -2.658
Energy above the lowest of the compared OMol25 structures with the same formula, charge and spin in kcal per mole: 0.0
Orbital gap (alpha / beta) in eV: 5.41 / 5.41
Total charge: -1

Structure (XYZ):
```
61
Properties=species:S:1:pos:R:3:forces:R:3
Cr -0.51416 -0.35388 0.07507 0.04 0.56 0.30
S 1.92388 -0.36931 -0.03932 0.12 -0.01 -0.03
F 2.00101 3.90260 2.77751 0.00 0.01 0.03
F 1.57681 5.50484 0.61783 0.00 0.02 0.01
F 1.77575 1.77598 -2.20384 -0.02 -0.05 -0.08
F 1.48808 4.40445 -1.87123 0.00 0.03 -0.02
F 2.24762 1.26199 2.48050 0.06 0.06 0.04
O -2.01614 2.19947 -2.87153 -0.07 0.08 0.06
O -1.50229 -1.57380 -0.06967 -0.02 -0.18 -0.05
O -0.94054 0.77263 4.06005 -0.02 0.04 -0.01
N -1.13678 1.36356 0.51630 -0.51 -0.53 0.03
N -0.29745 -0.31891 2.19195 -0.25 -0.07 -0.65
N -0.93583 0.47358 -1.87132 0.28 0.09 -0.02
C 0.34978 -5.28565 3.39065 0.03 0.01 0.02
C -1.52320 1.64047 1.84373 0.08 -0.08 0.13
C 0.61358 -1.72592 -6.06903 -0.02 0.01 0.00
C 0.39011 -2.49960 3.24637 0.06 0.00 0.02
C -2.36406 2.67163 2.17919 0.12 0.10 -0.02
C 0.98624 -1.26492 -3.35672 0.02 0.08 -0.01
C -1.46491 1.41576 -3.93353 0.08 -0.10 -0.03
C 1.25948 -4.56368 4.15361 -0.01 -0.02 -0.02
C -2.57515 3.22155 -0.14112 0.12 0.03 -0.04
C 0.41798 -0.99373 3.25824 0.04 -0.01 0.29
C 1.90418 -2.02244 -4.07256 0.02 0.00 -0.02
C -1.17345 0.06855 -3.26543 -0.12 -0.13 0.04
C 1.70876 4.18087 0.45953 0.01 -0.02 0.03
C 1.66176 3.61793 -0.79975 0.02 -0.02 -0.01
C -0.30415 -0.97361 -5.35321 -0.01 -0.02 -0.01
C 1.92126 3.36116 1.55390 -0.01 0.08 -0.03
C -0.12543 -0.73324 -3.99073 0.03 0.01 0.02
C -2.88121 3.51855 1.19162 -0.04 -0.03 0.02
C 1.94556 1.38450 0.12787 0.04 0.00 0.16
C 1.80461 2.25109 -0.95361 -0.03 -0.01 0.00
C -1.53807 1.62462 -1.73856 -0.04 0.05 0.10
C 1.28193 -3.18075 4.07321 -0.01 -0.01 -0.02
C -1.74737 2.17032 -0.45524 -0.04 0.06 -0.18
C 2.05159 1.99994 1.37841 -0.08 -0.05 -0.14
C -0.51795 -3.22296 2.48576 -0.04 0.00 -0.01
C -0.30253 -0.43369 4.51182 0.08 -0.07 -0.12
C -0.52876 -4.61114 2.55689 -0.03 0.02 -0.03
C -0.95719 0.67861 2.70728 0.23 0.08 0.12
C 1.72463 -2.25661 -5.42709 0.01 0.00 0.01
H -3.00670 3.78872 -0.95692 0.01 0.02 0.01
H 2.44510 -2.84508 -5.98176 0.00 0.00 0.00
H -1.07204 -1.12969 4.85621 -0.01 0.00 0.00
H -2.61562 2.80370 3.22458 0.01 0.03 0.00
H 2.77034 -2.42217 -3.55994 0.00 0.00 0.00
H 1.15233 -1.05912 -2.30985 0.01 0.00 0.04
H 0.46014 -1.89891 -7.12727 0.00 0.00 0.00
H 0.33731 -6.36754 3.43785 0.00 0.00 0.00
H 1.46640 -0.67422 3.22673 -0.13 -0.05 0.05
H 0.36519 -0.18456 5.33392 0.01 0.01 -0.01
H -1.22862 -5.16522 1.94363 0.00 -0.01 0.00
H -2.09269 -0.53747 -3.26313 0.01 0.01 0.00
H -3.54625 4.33103 1.44376 0.00 0.01 0.00
H -2.19069 1.37276 -4.74254 0.00 0.00 0.00
H -1.18881 -2.70145 1.81370 0.01 -0.02 0.02
H 2.01003 -2.61980 4.65020 -0.01 0.01 -0.01
H -1.17537 -0.57497 -5.86237 -0.01 0.00 0.00
H 1.95919 -5.07869 4.80041 0.00 -0.01 0.00
H -0.53721 1.88186 -4.28102 -0.01 0.00 0.00
```
Positions in Å, forces in eV/Å.

This record from the OMol25 dataset describes C11H18O in the gas phase at a distorted geometry. The level of theory is wB97M-V/def2-TZVPD.

SMILES string: C#C[C@@](C)(O)CC/C=C(\C)CC
Lowest unoccupied orbital energy in eV: 0.90
Highest occupied orbital energy in eV: -8.603
Energy above the lowest of the compared OMol25 structures with the same formula, charge and spin in kcal per mole: 65.6
Orbital gap in eV: 9.50
Total charge: 0

Structure (XYZ):
```
30
Properties=species:S:1:pos:R:3:forces:R:3
O -3.36976 0.53129 -2.44487 0.50 0.60 -0.49
C 2.29360 -0.55450 3.81252 0.30 -0.18 0.20
C -1.69478 0.16551 -0.77432 0.85 -0.45 0.29
C -2.00795 0.06526 -2.29455 -0.46 -0.19 1.17
C 1.21088 0.26197 1.71101 -3.63 -0.81 -1.41
C 1.19287 0.30408 3.21461 0.48 -0.32 -0.48
C -1.78462 -2.36356 -3.35808 -0.64 1.78 0.94
C -1.95297 -1.29910 -2.78351 0.82 -2.62 -1.44
C 2.43937 0.66527 0.93866 -0.22 -0.90 -0.40
C 0.01240 -0.07153 1.07816 2.85 0.79 0.53
C -1.02493 0.90121 -3.11232 -0.82 1.02 0.00
C -0.19312 -0.02145 -0.41342 0.01 0.11 -0.50
H 1.30048 1.34015 3.52938 0.16 0.20 0.19
H -1.98423 1.16449 -0.42327 -0.20 -0.20 -0.22
H -1.00913 1.87050 -2.62146 0.25 0.32 -0.03
H -1.38936 1.08283 -4.12494 -0.06 -0.31 0.05
H 2.46371 0.25498 -0.08661 -0.27 0.20 0.44
H -0.86374 -0.34550 1.64944 0.06 -0.02 0.36
H 0.23108 -0.04233 3.59918 -0.02 0.07 -0.20
H 0.19534 -0.93777 -0.91093 -0.18 0.38 0.24
H 2.27075 -0.40839 4.88597 0.16 -0.29 0.32
H 2.49687 1.73538 0.86194 0.17 0.66 0.02
H -0.01045 0.51456 -3.15702 -0.16 -0.28 0.18
H -3.98280 -0.19279 -2.28221 0.21 -0.09 0.01
H -2.28794 -0.59124 -0.20771 0.25 0.51 -0.50
H 0.39484 0.83801 -0.80971 -0.42 -0.60 0.07
H 2.16985 -1.62607 3.57280 -0.08 0.47 0.14
H 3.34628 0.29101 1.39904 0.17 0.10 0.26
H -1.75543 -3.26987 -3.92028 0.10 0.03 0.21
H 3.29285 -0.26239 3.47250 -0.18 0.02 0.03
```
Positions in Å, forces in eV/Å.